(1)
Molecular formula: C7H12BrCl2FNO4P2
Method: DFT, ωB97M-V with the def2-TZVPD basis set

Cartesian coordinates (Å):
1 C 3.0379 0.9391 0.1879
2 C 2.3263 -0.2188 -0.5070
3 C 1.0033 -0.6147 0.1320
4 F 0.8016 0.0761 1.3067
5 C 0.7823 -2.1122 0.3921
6 Cl 1.8131 -2.7826 1.6294
7 C -0.7463 -2.2182 0.5430
8 Br -1.4030 -3.9196 -0.1382
9 P -1.8119 -1.9636 2.2076
10 O -2.6338 -0.6746 1.6468
11 Cl -0.5047 -1.1040 3.4855
12 C -1.1592 -1.1772 -0.4052
13 N -0.2431 -0.3178 -0.6585
14 C -0.4346 0.8936 -1.4527
15 P -1.6724 1.9859 -0.6175
16 O -1.7227 1.6969 0.8179
17 O -1.2748 3.4322 -1.1046
18 O -3.0082 1.7566 -1.4379
19 H 3.3074 0.6764 1.2089
20 H 2.4305 1.8444 0.2264
21 H 3.9483 1.1684 -0.3642
22 H 2.1654 0.0089 -1.5642
23 H 2.9619 -1.1067 -0.4849
24 H 1.0080 -2.6355 -0.5406
25 H -2.2275 0.2117 1.7225
26 H -2.1439 -1.1047 -0.8513
27 H -0.7623 0.6335 -2.4591
28 H 0.5134 1.4239 -1.5134
29 H -0.6637 3.8841 -0.5041
30 H -3.6871 1.3188 -0.9032

## Properties
HOMO-LUMO gap: 8.41 eV
structure (SMILES): CC[C@]1(F)[C@@H](Cl)[C@@](Br)(P(O)Cl)C=[N+]1CP(=O)(O)O
calculated total energy: -133513.380 eV
E_LUMO: -4.68 eV
charge: +1
E_HOMO: -13.088 eV
max |F|: 0.728 eV/Å

=====

(2)
Molecular formula: C48H132N8O22
Method: DFT, ωB97M-V with the def2-TZVPD basis set

Cartesian coordinates (Å):
1 O -4.2262 0.7371 -4.9206
2 H -4.5195 -0.0137 -5.4369
3 H -4.8856 0.8274 -4.2326
4 O -2.3895 4.8548 -1.5107
5 H -2.0405 5.6783 -1.1698
6 H -2.0968 4.8288 -2.4217
7 O -2.3499 2.6307 2.2080
8 H -1.9220 2.5040 3.0548
9 H -1.7438 2.2486 1.5733
10 O 0.0528 -3.0963 1.0645
11 H -0.4490 -3.0795 0.2496
12 H 0.8731 -3.5316 0.8323
13 O -2.5630 2.6420 -4.4399
14 H -3.2147 1.9863 -4.6880
15 H -2.1772 2.3033 -3.6320
16 O -3.4902 4.7368 1.1201
17 H -2.9980 4.6883 0.3007
18 H -3.3091 3.9055 1.5585
19 C -2.1697 -3.0851 -4.9551
20 O -2.2267 -3.0357 -3.5653
21 C -1.2457 -3.8619 -2.9080
22 C -1.7963 -4.2901 -1.5970
23 N -2.1767 -3.1351 -0.8795
24 C -3.0488 -3.3252 0.2990
25 C -3.5835 -1.9831 0.7911
26 O -4.1718 -1.3158 -0.3803
27 C -5.0511 -0.2215 -0.1527
28 H -2.5621 -4.0414 -5.3008
29 H -1.1298 -3.0184 -5.2750
30 H -2.6633 -2.2423 -5.4391
31 H -0.3239 -3.3139 -2.7133
32 H -1.0458 -4.8060 -3.4148
33 H -1.1324 -4.8964 -0.9806
34 H -2.7195 -4.8524 -1.7369
35 H -2.6887 -2.5702 -1.5420
36 H -2.4012 -3.7678 1.0558
37 H -3.8552 -3.9988 0.0089
38 H -2.9063 -1.3377 1.3505
39 H -4.3850 -2.1012 1.5203
40 H -4.8979 0.2948 0.7950
41 H -6.0639 -0.6231 -0.1231
42 H -4.9909 0.5068 -0.9614
43 C 4.7337 -1.9606 4.7435
44 O 3.5291 -2.6865 4.3733
45 C 3.5392 -4.1057 4.5494
46 C 3.4019 -4.4293 6.0638
47 N 2.2649 -3.7410 6.7380
48 C 0.9063 -4.4269 6.6556
49 C -0.2480 -3.4177 6.8332
50 O -0.0118 -2.1729 6.2666
51 C -0.3294 -2.0953 4.8416
52 H 4.9750 -2.0109 5.8053
53 H 4.6882 -0.8840 4.5791
54 H 5.4757 -2.4475 4.1107
55 H 4.4664 -4.5330 4.1674
56 H 2.6520 -4.2735 3.9388
57 H 4.3874 -4.1478 6.4346
58 H 3.4038 -5.5092 6.2119
59 H 2.1065 -2.8325 6.3262
60 H 0.6851 -5.2470 7.3387
61 H 0.6852 -4.7819 5.6491
62 H -0.3423 -3.2506 7.9062
63 H -1.1693 -3.9049 6.5137
64 H -0.1870 -1.1024 4.4149
65 H -1.3610 -2.4131 4.6904
66 H 0.4253 -2.7440 4.3970
67 C -1.2071 1.7417 5.5679
68 O -0.9285 2.4263 4.2666
69 C 0.1900 3.2442 4.3527
70 C 0.3890 4.0588 3.0559
71 N 1.0723 3.2797 2.0341
72 C 1.6326 4.1780 1.0128
73 C 2.3277 3.5046 -0.1900
74 O 1.4631 2.8505 -1.1290
75 C 2.2675 2.1367 -2.0860
76 H -1.1515 2.3938 6.4396
77 H -0.6440 0.8549 5.8591
78 H -2.2358 1.3831 5.5305
79 H 1.0687 2.6478 4.5983
80 H 0.0136 3.9807 5.1366
81 H 1.0364 4.9060 3.2822
82 H -0.5885 4.4114 2.7268
83 H 0.4057 2.6329 1.6373
84 H 2.4009 4.8300 1.4283
85 H 0.9063 4.8650 0.5785
86 H 3.1443 2.8492 0.1130
87 H 2.7624 4.3160 -0.7736
88 H 3.2599 1.8898 -1.7089
89 H 2.3550 2.5910 -3.0730
90 H 1.8628 1.1447 -2.2863
91 C 3.6557 5.2690 -7.1631
92 O 2.6650 4.2837 -7.0602
93 C 1.6929 4.5524 -6.0512
94 C 0.8318 3.2888 -5.9184
95 N -0.0709 3.2238 -7.0878
96 C -0.6514 1.9066 -7.3124
97 C -1.5116 2.0362 -8.5393
98 O -1.9293 0.7424 -9.1047
99 C -2.7357 -0.1327 -8.2782
100 H 3.4612 6.1205 -7.8153
101 H 4.6241 4.8326 -7.4077
102 H 3.7826 5.7733 -6.2051
103 H 1.1782 5.4265 -6.4500
104 H 2.1710 4.6631 -5.0779
105 H 0.3072 3.3849 -4.9678
106 H 1.5721 2.5299 -5.6649
107 H 0.5727 3.4088 -7.8439
108 H -1.3270 1.7018 -6.4818
109 H 0.0642 1.0844 -7.3189
110 H -0.8834 2.6110 -9.2198
111 H -2.3996 2.6506 -8.3908
112 H -3.2913 -0.8141 -8.9225
113 H -3.5109 0.3997 -7.7272
114 H -2.1508 -0.6804 -7.5393
115 C 3.2284 -2.0067 -2.6530
116 O 3.5025 -3.0738 -1.7376
117 C 3.5476 -2.6871 -0.3977
118 C 3.5187 -3.9279 0.3959
119 N 2.2265 -4.5036 0.3595
120 C 2.3421 -5.8181 1.0608
121 C 1.0276 -6.5433 1.3013
122 O 0.5018 -7.1121 0.0488
123 C -0.6935 -7.8233 0.1582
124 H 3.2228 -2.3766 -3.6783
125 H 3.9222 -1.1673 -2.6061
126 H 2.2026 -1.7817 -2.3612
127 H 2.7493 -1.9949 -0.1299
128 H 4.4923 -2.1839 -0.1914
129 H 3.8414 -3.7590 1.4232
130 H 4.2996 -4.5491 -0.0427
131 H 1.9549 -4.4801 -0.6131
132 H 2.9268 -5.7287 1.9763
133 H 2.9092 -6.5037 0.4310
134 H 0.2861 -5.8970 1.7710
135 H 1.1514 -7.4413 1.9066
136 H -0.6993 -8.5413 0.9783
137 H -0.8303 -8.3050 -0.8100
138 H -1.5565 -7.1670 0.2705
139 C -5.7869 -1.0761 -7.2506
140 O -5.1456 -1.3781 -5.9969
141 C -6.0730 -1.9831 -5.1277
142 C -5.2445 -2.2369 -3.7939
143 N -6.0863 -2.2360 -2.5795
144 C -6.9657 -3.4147 -2.5727
145 C -7.2142 -3.6731 -1.0382
146 O -6.0902 -4.1617 -0.3098
147 C -6.4438 -4.3376 1.0954
148 H -6.7959 -1.4839 -7.3102
149 H -5.1622 -1.4958 -8.0391
150 H -5.8373 -0.0265 -7.5400
151 H -6.3839 -2.9349 -5.5586
152 H -6.9506 -1.3592 -4.9581
153 H -4.4228 -1.5363 -3.6450
154 H -4.7828 -3.2098 -3.9622
155 H -5.5074 -2.1633 -1.7551
156 H -6.5379 -4.3059 -3.0318
157 H -7.8868 -3.1756 -3.1041
158 H -7.9763 -4.4371 -0.8841
159 H -7.6743 -2.7768 -0.6221
160 H -6.9457 -3.4273 1.4233
161 H -5.5601 -4.4241 1.7275
162 H -7.1234 -5.1797 1.2260
163 C 3.2740 0.8627 1.8992
164 O 2.3268 0.5329 0.9512
165 C 1.1835 0.0107 1.6474
166 C 0.0110 -0.0861 0.6440
167 N -0.4931 1.2397 0.3239
168 C -1.7491 1.3131 -0.4439
169 C -1.8024 0.4491 -1.7783
170 O -1.0226 1.1426 -2.7771
171 C -0.7049 0.2643 -3.8068
172 H 3.6681 0.0365 2.4911
173 H 3.0112 1.7293 2.5059
174 H 4.1027 1.2541 1.3091
175 H 0.9518 0.5120 2.5871
176 H 1.3965 -0.9897 2.0240
177 H -0.7685 -0.7367 1.0405
178 H 0.2888 -0.5578 -0.2986
179 H 0.2146 1.4600 -0.3622
180 H -2.0239 2.3277 -0.7323
181 H -2.5614 0.8943 0.1501
182 H -2.8337 0.3710 -2.1224
183 H -1.4479 -0.5314 -1.4603
184 H 0.1774 0.6562 -4.3127
185 H -1.3711 0.0936 -4.6525
186 H -0.2174 -0.6605 -3.4983
187 C 6.3748 4.0645 8.1972
188 O 6.3533 4.7642 7.0005
189 C 6.5894 6.2034 7.2719
190 C 7.1368 6.8351 5.9631
191 N 6.2283 6.5226 4.8784
192 C 4.9327 7.2516 4.9307
193 C 3.9335 6.7148 3.8192
194 O 3.4861 5.3950 4.1539
195 C 4.2514 4.3118 3.6702
196 H 7.4248 4.0679 8.4898
197 H 5.9705 3.0610 8.0648
198 H 5.7176 4.4950 8.9528
199 H 7.3349 6.3680 8.0499
200 H 5.7002 6.6735 7.6918
201 H 8.0920 6.3975 5.6730
202 H 7.3096 7.9101 6.0158
203 H 5.8961 5.5689 4.8903
204 H 5.2450 8.2713 4.7054
205 H 4.4918 7.3116 5.9258
206 H 4.3816 6.6945 2.8258
207 H 3.0937 7.3997 3.9364
208 H 4.8723 3.7938 4.4012
209 H 4.7195 4.4578 2.6967
210 H 3.4659 3.5938 3.4345

## Properties
HOMO-LUMO gap (spin up / spin down): 1.17 / 8.77 eV
expectation value of S²: 0.7503
calculated total energy: -108867.940 eV
E_LUMO (spin up / spin down): 1.96 / 2.03 eV
charge: -1
E_HOMO (spin up / spin down): 0.793 / -6.738 eV
max |F|: 3.614 eV/Å
2S+1: 2

=====

(3)
Molecular formula: AlBH12O4
Method: DFT, ωB97M-V with the def2-TZVPD basis set

Cartesian coordinates (Å):
1 Al -0.9466 0.0832 0.1459
2 B 1.6882 -0.4283 -1.6907
3 H 0.8178 -0.2177 -2.2926
4 H 1.5721 0.0407 -0.7259
5 H 1.9220 -1.4772 -1.5943
6 H 2.5360 0.0560 -2.1500
7 O 1.0874 2.1642 0.6813
8 H 1.3233 2.6498 1.4717
9 H 1.8062 2.3334 0.0722
10 O -3.6412 0.3970 -0.9441
11 H -4.4967 -0.0289 -0.8884
12 H -3.6814 0.9116 -1.7501
13 O 0.0827 -2.6142 0.0344
14 H 1.0145 -2.7050 0.2339
15 H -0.1551 -3.4421 -0.3830
16 O -0.4485 0.6090 2.9272
17 H 0.3516 0.3638 3.3918
18 H -0.8324 1.3047 3.4609

## Properties
HOMO-LUMO gap: 4.85 eV
calculated total energy: -15631.509 eV
E_LUMO: -14.61 eV
charge: +2
E_HOMO: -19.468 eV
energy relative to the best compared isomer or geometry (same formula, charge and spin): 5.714 eV
max |F|: 6.584 eV/Å

=====

(4)
Molecular formula: C5H11NiO4
Method: DFT, ωB97M-V with the def2-TZVPD basis set

Cartesian coordinates (Å):
1 O -0.5908 -1.4686 2.6226
2 Ni -1.0099 -0.8134 0.9245
3 O -2.1142 -1.2775 -0.5674
4 C -1.3548 -1.7665 -1.6192
5 C 0.0110 -1.0914 -1.6784
6 O 0.5658 -1.1807 -0.3588
7 C 1.6198 -0.2876 -0.0156
8 C 1.0488 1.1522 0.3117
9 O -0.0531 0.9572 1.1849
10 C -0.5862 2.1370 1.7683
11 H -1.8371 -1.6034 -2.6036
12 H -1.1888 -2.8611 -1.5281
13 H -0.1053 -0.0305 -1.9520
14 H 0.6953 -1.5744 -2.3920
15 H 2.3795 -0.1665 -0.8021
16 H 2.1921 -0.8131 0.7597
17 H 0.6830 1.6398 -0.6045
18 H 1.8192 1.7685 0.7968
19 H -1.3865 1.8266 2.4491
20 H 0.1998 2.6649 2.3255
21 H -0.9876 2.7884 0.9786

## Properties
HOMO-LUMO gap (spin up / spin down): 9.40 / 8.96 eV
expectation value of S²: 3.7635
calculated total energy: -54592.318 eV
E_LUMO (spin up / spin down): 0.53 / 0.28 eV
E_HOMO (spin up / spin down): -8.872 / -8.683 eV
energy relative to the best compared isomer or geometry (same formula, charge and spin): 0.161 eV
max |F|: 1.515 eV/Å
2S+1: 4